No. 1
# C26H63N7O3P2S2

3 unconnected molecules or ions with the total composition C26H63N7O3P2S2 (the ωB97M-V functional and the def2-TZVPD basis, the OMol25 dataset).

CARTESIAN COORDINATES (ANGSTROEM)
1 S 5.26663 -1.05733 2.13221
2 S 2.98883 4.90140 6.04889
3 P 2.23059 -0.43688 -4.71541
4 P -5.22083 -0.53428 -0.85386
5 O 1.16809 -1.18350 0.79844
6 O 0.95048 -0.03263 -5.48686
7 O -4.62428 -0.89138 0.52956
8 N 1.94512 0.81195 -3.60036
9 N 3.70226 -0.90162 -3.82851
10 N 3.17795 0.01041 -6.10982
11 N 0.53403 1.01939 1.93252
12 N -6.46411 -1.66352 -0.60195
13 N -5.90665 -0.12375 -2.44430
14 N -3.78020 -1.16662 -1.60663
15 C 1.35163 -0.28055 1.77988
16 C 2.50208 -0.40238 2.98766
17 C -0.09443 2.71965 3.69625
18 C 0.30732 1.13992 3.45434
19 C -0.98040 0.27862 3.98917
20 C -7.00803 -2.70414 -1.44250
21 C -3.61919 -2.23931 -2.55663
22 C -7.47831 -1.24577 0.37019
23 C -1.79458 -1.75593 5.54968
24 C 1.92825 4.40932 4.53882
25 C -2.56524 -1.21526 -0.74926
26 C 6.83822 -0.48794 3.05705
27 C 3.97457 0.26454 2.57727
28 C 0.64769 3.42675 4.97609
29 C 4.94990 -0.22843 -3.51473
30 C -6.14709 -0.87050 -3.66611
31 C -6.99651 0.85687 -2.32580
32 C 3.39125 -1.77207 -2.68438
33 C 2.80762 1.83155 -3.05104
34 C 4.22457 0.99234 -6.24942
35 C 2.45790 0.01566 -7.41177
36 C -2.25002 0.21721 2.93563
37 C -0.65337 -1.26583 4.42928
38 C 1.82594 0.75326 3.98943
39 C 0.84213 0.55674 -2.66952
40 C 7.06432 -1.54498 4.29382
41 H -2.68643 -2.80156 -2.45139
42 H -2.45099 -0.32559 -0.12759
43 H -2.70425 -0.99971 5.54901
44 H -1.64723 -1.29399 -1.33656
45 H 1.87495 0.95053 -7.51300
46 H 4.06158 3.97514 6.14873
47 H -7.12748 1.42709 -3.24927
48 H 0.58378 1.43684 -2.06985
49 H -1.38894 0.84158 4.95170
50 H 2.68214 -1.47722 3.45011
51 H 5.99501 -1.91378 4.67300
52 H -1.94298 0.11529 1.81114
53 H -0.71165 -1.92706 3.44013
54 H 3.25074 1.51161 -2.10111
55 H 4.92138 0.29327 -2.54859
56 H -3.00364 1.12196 3.04622
57 H -7.35428 -3.55003 -0.83722
58 H -8.06929 -0.41175 -0.00837
59 H 0.38081 -1.42963 4.95194
60 H 4.13381 1.83872 -5.54471
61 H -2.20297 -2.82754 5.25661
62 H -7.94914 0.35418 -2.11629
63 H -2.89364 -0.75443 3.18905
64 H 7.76025 -0.35479 2.34803
65 H 5.20359 0.51348 -6.16324
66 H 6.62793 0.57247 3.56180
67 H 4.26310 1.47728 -7.22951
68 H -0.12194 4.16910 5.50659
69 H 3.76933 0.91900 1.61861
70 H 1.08753 -0.24806 -1.97654
71 H 2.43325 1.70496 3.65114
72 H -6.80039 1.57566 -1.52882
73 H 5.75296 -0.96531 -3.44318
74 H -3.56143 -1.83736 -3.57168
75 H 2.56240 -2.44480 -2.90970
76 H -7.01491 -0.93380 1.31356
77 H -6.29355 -3.12818 -2.14040
78 H -2.60686 -2.10403 -0.09168
79 H -7.15281 -1.31024 -3.70586
80 H 5.30882 0.49886 -4.23697
81 H 3.14157 -0.02931 -8.26291
82 H 2.24145 2.74655 -2.84130
83 H -1.26347 -1.75980 6.61591
84 H -7.87542 -2.34784 -2.00973
85 H -6.07056 -0.19888 -4.52406
86 H 7.67372 -2.45565 3.87605
87 H 2.68206 3.86554 3.80960
88 H 1.87757 0.49600 5.15271
89 H 4.44868 0.89119 3.46717
90 H 0.98207 2.67567 5.82607
91 H -8.17599 -2.05157 0.62488
92 H 0.15122 3.40637 2.75115
93 H -4.40064 -3.01712 -2.48210
94 H 3.12632 -1.17418 -1.80322
95 H 7.61232 -1.03898 5.21664
96 H 1.78029 -0.83255 -7.52320
97 H 3.60827 2.13927 -3.71559
98 H 1.00013 1.84656 1.48062
99 H -0.07065 0.27561 -3.20786
100 H -5.45780 -1.67956 -3.88902
101 H 4.24611 -2.39492 -2.40802
102 H 1.55435 5.37050 3.93865
103 H -1.27435 2.80799 3.84437

structure (SMILES)	CCSC[C@H]1C[C@](CCCS)([C@@H](C)CC)NC1=O.CN(C)P(=O)(N(C)C)N(C)C.CN(C)P(=O)(N(C)C)N(C)C
electronic energy	-84788.4518	eV

No. 2
# C26H64B3NO16S

A molecular structure, C26H64B3NO16S (the ωB97M-V functional and the def2-TZVPD basis, the OMol25 dataset).

CARTESIAN COORDINATES (ANGSTROEM)
1 S -1.57683 5.29294 -1.64057
2 O 1.20136 5.61192 5.21587
3 O -1.71636 -0.11631 -3.37683
4 O -1.59068 -4.28153 -2.11483
5 O 0.94905 -5.68314 -1.67524
6 O -3.18399 4.10439 -6.51976
7 O 5.82269 -6.40252 4.10724
8 O -0.65418 5.53698 2.92988
9 O 4.18707 -8.16580 2.44237
10 O -0.27421 5.44790 -2.37089
11 O 2.35630 -3.39456 3.94258
12 O -1.67425 6.52308 -0.52647
13 O -0.03504 -1.73500 3.50505
14 O 0.68364 0.14763 -3.14240
15 O -2.65502 5.39220 -2.67703
16 O -5.74961 5.49345 -6.92053
17 O -0.66680 -0.36645 -1.15823
18 N 3.70438 1.44974 -0.19031
19 C -2.88260 5.03358 -5.48366
20 C -3.10697 0.78883 -1.38081
21 C -2.90433 3.17176 -0.22072
22 C 0.37843 -2.24636 4.76874
23 C -0.89425 -3.37072 -2.95379
24 C -1.35094 -5.64127 -2.45869
25 C -0.33778 -6.27015 -1.51583
26 C 3.86690 -7.03395 1.64970
27 C 5.58805 -8.31904 2.64264
28 C -0.53194 -2.74848 2.64262
29 C 2.90793 -2.84624 2.75514
30 C 2.84574 1.36005 -1.15106
31 C -2.92264 1.60732 -0.03706
32 C 1.48075 6.15073 3.93002
33 C 0.21128 6.62876 3.24178
34 C 1.31382 1.34697 -0.81567
35 C 4.64071 -6.03678 4.80251
36 C -5.07352 6.41682 -7.75979
37 C -4.46258 3.50581 -6.35968
38 C -1.55466 3.61992 -0.89442
39 C 1.24630 -4.73537 -0.66416
40 C 1.89087 -2.39274 4.83898
41 C 1.19380 4.19257 5.22243
42 C 5.99734 -7.81112 4.01543
43 C -1.72576 5.41364 3.85617
44 C -5.49336 4.14054 -7.28114
45 B -1.78397 0.07182 -1.94157
46 B 0.45216 0.35265 -1.73333
47 B -0.54181 0.63552 -3.74442
48 H 2.79678 -6.84725 1.74320
49 H -1.38102 5.47840 4.88981
50 H -0.76323 3.58952 -0.08787
51 H -0.11657 -3.19843 4.98413
52 H 4.09577 -7.24226 0.59922
53 H 4.40496 -6.14029 1.97454
54 H 5.80524 -9.38973 2.57928
55 H -3.82247 3.58710 -0.71911
56 H -3.59785 1.37703 -2.20857
57 H 1.09723 1.14162 0.26133
58 H 0.12412 -3.62154 2.61676
59 H 2.26390 -2.07360 2.32643
60 H 2.14241 7.00960 4.07862
61 H -2.47145 6.19221 3.66601
62 H -1.08704 6.32167 0.23214
63 H -0.93058 -2.38839 -2.48688
64 H 2.38508 -1.43562 4.64489
65 H 2.21850 3.81250 5.17365
66 H 0.95289 2.39402 -1.05811
67 H 1.48440 -5.24870 0.27337
68 H -1.53455 -3.04970 2.96364
69 H 0.41669 -4.04127 -0.50181
70 H 3.25049 1.32672 -2.19670
71 H -1.02566 -5.73093 -3.49980
72 H 5.44299 -8.32927 4.80427
73 H -2.90766 3.61720 0.81894
74 H 0.15263 -3.65310 -3.08723
75 H -2.63110 4.50099 -4.56933
76 H 6.15545 -7.81402 1.85464
77 H 3.77352 -6.60585 4.45722
78 H -1.98901 1.31900 0.51103
79 H -5.11772 7.39780 -7.28681
80 H -4.35781 2.44899 -6.62760
81 H 4.77493 -6.18814 5.87846
82 H -6.43892 3.59890 -7.17770
83 H -0.23828 -7.33218 -1.76165
84 H -5.17787 4.06990 -8.32685
85 H -0.55931 1.59824 -4.42392
86 H 0.05954 -1.52282 5.52527
87 H 2.11808 -4.16109 -0.98153
88 H 4.65482 1.44715 -0.58797
89 H -1.18893 2.91671 -1.69202
90 H 0.73974 3.86038 6.15675
91 H 3.89735 -2.42640 2.96075
92 H 0.61190 3.78473 4.39135
93 H -0.59749 -2.33373 1.63628
94 H 7.06265 -8.01425 4.16544
95 H -2.19210 4.43968 3.70594
96 H 2.01108 5.42209 3.30879
97 H -4.78872 3.55706 -5.31570
98 H 2.16567 -2.71339 5.84904
99 H -0.30831 7.37370 3.85167
100 H -3.71514 5.71617 -5.29388
101 H -4.02506 6.14706 -7.90337
102 H -0.67564 -6.19644 -0.47718
103 H -5.57696 6.47258 -8.73092
104 H -3.81225 1.37185 0.61352
105 H 0.48379 7.10227 2.29302
106 H 4.45325 -4.97893 4.61584
107 H -2.30382 -6.17000 -2.35768
108 H -2.01890 5.62210 -5.79651
109 H 3.01240 -3.65178 2.02630
110 H -3.84245 -0.04162 -1.14602
111 H -1.38884 -3.31418 -3.92909

electronic energy	-75111.9481	eV

no.,gap between HOMO and LUMO (eV),largest force on an atom (eV/Å)
1,5.89,9.56
2,8.61,6.48